Record 1
Entry from the OMol25 dataset: a gas-phase ion, NO5S (charge -1) at a distorted geometry (ωB97M-V with the def2-TZVPD basis set).

Values from the calculation:
Kohn-Sham gap (eV): 9.68
E_LUMO (Eh): 0.14491
Total charge: -1

Structure (XYZ):
```
7
NO5S | the OMol25 dataset | ωB97M-V with the def2-TZVPD basis set
N -1.13996 -0.09107 0.14447
O -0.98224 0.85998 0.93801
O -0.21527 -0.96225 0.02799
O -2.18420 -0.23042 -0.48854
O 2.51190 -0.76215 0.27074
O 1.51980 0.97136 -1.00151
S 1.49579 0.28076 0.25513
```

=====

Record 2
Entry from the OMol25 dataset: 2 unconnected molecules or ions with the total composition C9H8NO3S at a distorted geometry (ωB97M-V with the def2-TZVPD basis set).

Values from the calculation:
Kohn-Sham gap (alpha / beta) (eV): 4.47 / 4.30
2S+1: 3
E_LUMO (alpha / beta) (Eh): 0.11237 / 0.01917
Total charge: -1

Structure (XYZ):
```
22
C9H8NO3S | the OMol25 dataset | ωB97M-V with the def2-TZVPD basis set
C 3.39803 0.10033 0.51592
C 3.56004 -1.27913 0.26170
C 2.24628 0.74273 0.41793
C 2.45432 -2.06652 0.06446
C 1.08953 -0.00557 0.03920
C 1.21083 -1.37988 -0.05141
C -1.07479 -0.70881 -0.55199
C -0.31741 0.36203 -0.23967
C -2.10982 2.01970 -0.50156
N -4.24850 -0.13247 0.37555
O -4.72646 0.09375 -0.79083
O -4.98225 -0.56739 1.28059
O -0.81216 1.63485 -0.02833
S -0.23493 -2.21100 -0.46359
H 4.17865 0.75422 0.78809
H 4.62175 -1.56468 0.43015
H 2.21913 1.73652 0.65965
H 2.58042 -3.21453 -0.02577
H -2.10641 -0.60250 -0.58701
H -2.11816 1.76295 -1.49716
H -2.01406 3.12673 -0.19283
H -2.81405 1.39865 0.09693
```

=====

ΔE to the lowest compared entry with this formula, charge and spin in kcal/mol, matching the order above: 26.1 40.6